Entry from the Open Molecules 2025 dataset: 7 unconnected molecules or ions with the total composition C39H35F48N4O7P at a distorted geometry (the ωB97M-V functional and the def2-TZVPD basis).

As for the frontier orbital gap: 0.3935 Eh. The strongest force on any atom is 0.03122 Eh/bohr. Its spin multiplicity is 1. Its structure (SMILES) is [H]/N=C(\C)C[C@@](C#N)([PH2]=O)[C@@](N)(C#C)C#N.FC(F)C(F)(F)COC(F)(F)C(F)F.FC(F)C(F)(F)COC(F)(F)C(F)F.FC(F)C(F)(F)COC(F)(F)C(F)F.FC(F)C(F)(F)COC(F)(F)C(F)F.FC(F)C(F)(F)COC(F)(F)C(F)F.FC(F)C(F)(F)COC(F)(F)C(F)F. As for the charge: 0.

```
134
C39H35F48N4O7P | the Open Molecules 2025 dataset | the ωB97M-V functional and the def2-TZVPD basis
H -0.88159 -3.28520 2.12176
N 0.07467 -3.01268 2.35071
C 0.20570 -1.76358 2.17780
C -0.94457 -0.88639 1.72704
C 1.56122 -1.16445 2.49407
C 2.37219 -0.67392 1.26433
C 1.69209 -0.93465 -0.02579
N 1.14985 -0.92505 -1.03757
P 2.62684 1.16888 1.44539
O 3.47546 1.78022 0.39383
C 3.78800 -1.32288 1.20637
N 4.62844 -0.73484 2.23689
C 3.66694 -2.80436 1.35863
C 3.39579 -3.94523 1.60691
C 4.42430 -1.07550 -0.11836
N 4.94200 -0.88055 -1.12043
H -1.27395 -1.12610 0.71932
H -0.71734 0.17974 1.78623
H -1.77665 -1.06396 2.40485
H 2.10338 -1.89323 3.09182
H 1.36621 -0.30233 3.14840
H 1.33745 1.74953 1.46260
H 3.13059 1.31829 2.75521
H 5.58292 -1.05047 2.13567
H 4.29089 -1.02813 3.14576
H 3.01390 -4.91471 1.81835
F -2.49760 -5.83581 -2.76285
C -2.44797 -4.83394 -1.86807
F -3.72432 -4.60878 -1.45374
C -1.88200 -3.54664 -2.46799
F -2.70362 -3.08374 -3.43247
F -1.92825 -2.63921 -1.44721
C -0.42977 -3.55445 -2.98187
O -0.22716 -3.68417 -4.38456
C -0.12918 -4.91317 -5.00558
F -0.05861 -5.92531 -4.12230
F 1.03043 -4.91344 -5.69282
C -1.24524 -5.12155 -6.03204
F -2.45752 -5.05178 -5.44978
F -1.11429 -6.34876 -6.58366
H -1.86086 -5.15759 -1.00411
H -0.05596 -2.55397 -2.76416
H 0.20719 -4.23176 -2.41324
H -1.18479 -4.36358 -6.81512
F 8.17446 1.75326 -2.27319
C 7.01466 1.86991 -2.94907
F 7.22220 1.38226 -4.19624
C 6.55115 3.32341 -3.05384
F 7.43152 4.05364 -3.78005
F 5.39131 3.28240 -3.76679
C 6.21176 4.07347 -1.75186
O 7.18389 4.97243 -1.21325
C 8.16392 4.53685 -0.33880
F 7.96224 3.27409 0.06257
F 8.07190 5.31363 0.76302
C 9.56839 4.74612 -0.91100
F 9.72428 4.07826 -2.06721
F 10.47803 4.28076 -0.02641
H 6.25074 1.25634 -2.46201
H 5.39118 4.73389 -2.02696
H 5.80595 3.40944 -0.98924
H 9.74906 5.80851 -1.09003
F -7.46771 -8.93626 1.73571
C -6.12640 -9.02638 1.71711
F -5.68820 -8.85358 2.98725
C -5.48835 -7.95626 0.82725
F -5.73071 -6.72726 1.33137
F -4.14304 -8.16339 0.92309
C -5.80885 -7.96985 -0.68031
O -6.78734 -7.05630 -1.16365
C -8.13469 -7.36069 -1.18461
F -8.36892 -8.64754 -0.87822
F -8.55660 -7.17754 -2.45223
C -8.94780 -6.40041 -0.31283
F -8.53761 -6.44187 0.96871
F -10.24839 -6.76308 -0.35120
H -5.83678 -10.02709 1.38468
H -4.89207 -7.62962 -1.16044
H -5.97665 -8.97801 -1.05846
H -8.84608 -5.37831 -0.68296
F -6.54759 0.34986 1.32832
C -5.69913 -0.60403 1.74061
F -5.09581 -0.15109 2.87405
C -4.62042 -0.90997 0.69988
F -3.83388 0.17203 0.51105
F -3.83316 -1.87306 1.26400
C -5.05354 -1.48168 -0.66048
O -5.12884 -0.59526 -1.76935
C -6.27250 0.12139 -2.06155
F -7.31689 -0.25846 -1.30370
F -6.59467 -0.15894 -3.33987
C -6.02800 1.63056 -1.99162
F -5.61341 1.99551 -0.76311
F -7.18429 2.27753 -2.25540
H -6.26288 -1.50700 1.98968
H -4.24582 -2.15877 -0.93113
H -5.94270 -2.10695 -0.58086
H -5.27220 1.92512 -2.72208
F -1.91861 0.13781 8.22368
C -2.01112 -0.65131 7.13973
F -0.83738 -1.31930 7.01888
C -2.25105 0.15419 5.86093
F -1.18931 0.94871 5.59899
F -2.30405 -0.77306 4.86201
C -3.55269 0.97121 5.74822
O -3.49537 2.36985 5.99980
C -3.65758 2.89599 7.26702
F -4.05097 1.96741 8.15508
F -4.64817 3.80704 7.18827
C -2.40718 3.64608 7.73174
F -1.33641 2.82951 7.75523
F -2.61074 4.11112 8.98338
H -2.81066 -1.38165 7.29131
H -3.81513 0.91854 4.69267
H -4.37684 0.49714 6.28072
H -2.19863 4.48346 7.06312
F 4.70008 8.62797 -4.81196
C 4.32336 7.66415 -3.95328
F 2.97244 7.70665 -3.85880
C 4.92192 7.87048 -2.55933
F 4.44525 9.00626 -2.00960
F 4.44169 6.83513 -1.80773
C 6.45456 7.82222 -2.41190
O 7.15987 9.05789 -2.33176
C 7.59981 9.72990 -3.45451
F 7.45522 9.00097 -4.57292
F 8.92444 9.93629 -3.29091
C 6.95437 11.11220 -3.57811
F 5.61502 11.01487 -3.65824
F 7.40239 11.70945 -4.70509
H 4.61135 6.68871 -4.35678
H 6.62493 7.37519 -1.43518
H 6.91227 7.13784 -3.12651
H 7.21305 11.72823 -2.71470
```